Computed, not measured: a cluster of 11 separate species, C75H177N11O19 in total at a distorted geometry, with wB97M-V/def2-TZVPD.

SMILES string: CC1(C)CCCC(C)(C)N1O.CC1(C)CCCC(C)(C)N1O.CC1(C)CCCC(C)(C)N1O.COCCNCCOC.COCCNCCOC.COCCNCCOC.COCCNCCOC.COCCNCCOC.COCCNCCOC.COCCNCCOC.COCCNCCOC
Energy relative to the best compared isomer or geometry (same formula, charge and spin), kcal per mole: 72.83
Charge: 0
Electronic energy, Eh: -4994.937041
LUMO level, Eh: 0.0145
Molecular weight, g/mol: 1537.3
HOMO-LUMO gap, eV: 8.3

Each line ends with the Löwdin charge.
CARTESIAN COORDINATES (ANGSTROEM)
C: -3.4642 -1.4442 -5.8646  -0.020
C: -4.5257 -2.4586 -5.4913  -0.516
C: -5.6312 -1.8918 -4.6035  -0.026
C: -5.2496 -2.8155 -6.8027  -0.146
C: -4.5405 -3.7212 -7.8586  -0.161
C: -4.1711 -4.9873 -7.0835  -0.148
C: -3.3292 -4.8186 -5.7445  -0.422
C: -3.4709 -6.1958 -5.0387  -0.033
C: -1.7929 -4.5875 -6.0781  -0.029
N: -3.9264 -3.6954 -4.9449  -0.110
O: -3.2231 -3.4233 -3.7745  -0.022
H: -3.8205 -0.7179 -6.5952  0.094
H: -2.9910 -1.0167 -4.9806  0.074
H: -2.6042 -1.9568 -6.2955  0.078
H: -5.9672 -0.9902 -5.1157  0.085
H: -6.4956 -2.5270 -4.4101  0.083
H: -5.1916 -1.3840 -3.7450  0.070
H: -6.1379 -3.3382 -6.4481  0.113
H: -5.6160 -1.9385 -7.3362  0.115
H: -5.1962 -3.9224 -8.7057  0.110
H: -3.6535 -3.2351 -8.2648  0.101
H: -3.6187 -5.6133 -7.7843  0.111
H: -5.0729 -5.5981 -7.0420  0.110
H: -3.1580 -6.0773 -4.0013  0.070
H: -2.7944 -6.8718 -5.5615  0.082
H: -4.5240 -6.4472 -4.9124  0.081
H: -1.5193 -3.9064 -6.8839  0.070
H: -1.2653 -5.5248 -6.2547  0.071
H: -1.2586 -4.2277 -5.1988  0.062
H: -2.6847 -2.7112 -4.1276  0.052
C: -3.0889 -2.5370 6.2759  -0.037
C: -2.4465 -1.7403 5.1113  -0.434
C: -1.2448 -2.5933 4.5454  -0.022
C: -3.5919 -1.5918 4.0388  -0.151
C: -4.5828 -0.5226 4.3156  -0.203
C: -3.8441 0.7914 4.4974  -0.132
C: -2.8271 0.7626 5.6817  -0.427
C: -1.9276 2.1097 5.6112  -0.016
C: -3.6851 0.8459 6.9930  -0.028
N: -1.9417 -0.4092 5.5416  -0.130
O: -1.0153 -0.4084 6.5551  -0.003
H: -2.4459 -2.4888 7.1547  0.076
H: -4.0444 -2.1465 6.6259  0.068
H: -3.1354 -3.6084 6.0807  0.083
H: -1.6511 -3.3934 3.9267  0.079
H: -0.6088 -2.0162 3.8741  0.063
H: -0.6259 -3.0123 5.3388  0.076
H: -3.1045 -1.4206 3.0790  0.103
H: -4.0671 -2.5547 3.8516  0.116
H: -5.2351 -0.4189 3.4484  0.093
H: -5.2722 -0.8063 5.1108  0.111
H: -4.6287 1.5293 4.6652  0.116
H: -3.4138 1.0687 3.5351  0.111
H: -2.5625 2.9629 5.3724  0.080
H: -1.2052 2.0606 4.7964  0.050
H: -1.3876 2.3130 6.5360  0.071
H: -4.2505 1.7653 7.1454  0.082
H: -3.0312 0.6909 7.8512  0.077
H: -4.3802 0.0072 7.0312  0.058
H: -0.2794 -0.2152 5.9696  0.070
C: -5.5640 3.4982 -5.6431  -0.043
C: -4.1551 3.7635 -5.0435  -0.468
C: -3.1596 2.6226 -5.4129  -0.021
C: -3.7747 5.0860 -5.7479  -0.135
C: -2.5276 5.8302 -5.1189  -0.158
C: -2.5925 5.9545 -3.6060  -0.135
C: -3.0994 4.6848 -2.8504  -0.459
C: -1.9612 3.6732 -2.7389  -0.035
C: -3.5660 5.1303 -1.4471  -0.024
N: -4.2615 4.1024 -3.5930  -0.148
O: -4.8525 3.1334 -2.8759  -0.016
H: -5.5551 3.6683 -6.7197  0.082
H: -5.9727 2.5034 -5.4659  0.073
H: -6.2834 4.2227 -5.2616  0.082
H: -3.2667 1.9471 -4.5642  0.063
H: -3.4768 1.9050 -6.1695  0.067
H: -2.0946 2.8147 -5.5435  0.074
H: -3.5720 4.8885 -6.8005  0.116
H: -4.6790 5.6878 -5.6569  0.108
H: -1.6522 5.3295 -5.5325  0.100
H: -2.4775 6.8139 -5.5856  0.103
H: -3.0263 6.8910 -3.2555  0.112
H: -1.5630 6.1459 -3.3034  0.112
H: -1.3631 3.5156 -3.6364  0.067
H: -2.3564 2.7583 -2.2974  0.066
H: -1.2447 4.1442 -2.0659  0.078
H: -4.6085 5.4247 -1.3258  0.085
H: -3.0405 6.0468 -1.1791  0.078
H: -3.3249 4.4070 -0.6681  0.066
H: -5.6162 3.5650 -2.4858  0.108
C: -4.0484 -2.9999 -0.0082  -0.107
O: -4.7018 -4.2205 0.3348  -0.195
C: -5.0569 -5.0403 -0.8545  -0.145
C: -6.1869 -4.4457 -1.6978  -0.209
N: -7.1944 -3.7714 -0.9259  -0.063
C: -8.4563 -3.4671 -1.6061  -0.170
C: -9.3704 -4.7251 -1.6539  -0.180
O: -10.5636 -4.4686 -2.4353  -0.185
C: -11.3007 -5.6501 -2.7117  -0.126
H: -3.9272 -2.3917 0.8882  0.073
H: -4.5753 -2.3594 -0.7154  0.070
H: -3.0153 -3.2163 -0.2802  0.090
H: -5.4363 -5.9951 -0.4904  0.111
H: -4.1931 -5.3668 -1.4337  0.110
H: -6.6071 -5.1943 -2.3695  0.120
H: -5.7075 -3.7373 -2.3734  0.086
H: -6.7993 -2.9228 -0.5465  0.065
H: -8.2927 -2.9853 -2.5700  0.107
H: -8.9544 -2.6866 -1.0309  0.114
H: -9.5567 -5.0201 -0.6212  0.108
H: -8.8504 -5.5575 -2.1281  0.106
H: -12.0747 -5.2462 -3.3643  0.089
H: -11.7916 -6.1859 -1.8993  0.079
H: -10.7022 -6.4528 -3.1424  0.079
C: 9.0971 -6.2169 4.2123  -0.098
O: 8.0986 -5.2371 3.9304  -0.223
C: 8.5622 -3.8881 3.7772  -0.194
C: 7.3694 -2.8845 3.6563  -0.200
N: 6.3530 -3.3801 2.7078  -0.050
C: 5.0270 -2.8218 3.0678  -0.201
C: 4.0426 -3.2028 1.9756  -0.260
O: 2.8081 -3.3914 2.5678  -0.189
C: 1.8711 -3.8238 1.5773  -0.083
H: 8.5855 -7.1779 4.1587  0.091
H: 9.7242 -6.0946 5.0954  0.084
H: 9.8200 -6.1464 3.3995  0.079
H: 9.1011 -3.9590 2.8325  0.115
H: 9.3071 -3.5750 4.5087  0.117
H: 7.7080 -1.9154 3.2898  0.113
H: 6.9550 -2.7367 4.6535  0.107
H: 6.4260 -4.3536 2.9667  0.087
H: 4.9220 -1.7700 3.3341  0.098
H: 4.7488 -3.2514 4.0301  0.117
H: 4.4482 -4.1547 1.6328  0.117
H: 4.0627 -2.5260 1.1215  0.118
H: 0.9447 -3.9566 2.1362  0.085
H: 2.1923 -4.7349 1.0725  0.088
H: 1.7558 -3.0464 0.8221  0.081
C: 5.3415 2.6795 3.7423  -0.085
O: 6.3191 3.2669 4.6420  -0.218
C: 6.9171 4.5262 4.4116  -0.190
C: 8.3239 4.4452 3.6688  -0.189
N: 8.8905 5.7552 3.3608  -0.094
C: 10.2690 5.6793 2.9460  -0.212
C: 10.6661 7.1483 2.5758  -0.228
O: 9.9788 7.4809 1.3750  -0.219
C: 9.7928 8.9337 1.0867  -0.042
H: 5.1978 1.6115 3.9061  0.066
H: 5.5465 2.8099 2.6797  0.075
H: 4.4256 3.2455 3.9120  0.073
H: 7.1652 4.7875 5.4403  0.117
H: 6.1549 5.1882 4.0005  0.116
H: 8.3157 3.7714 2.8121  0.108
H: 9.0161 3.9656 4.3609  0.111
H: 8.4368 6.0856 2.5211  0.102
H: 10.2933 5.0593 2.0497  0.114
H: 10.8496 5.2913 3.7829  0.121
H: 11.7248 7.4067 2.5520  0.113
H: 10.3186 7.6322 3.4886  0.108
H: 10.7723 9.3684 0.8877  0.076
H: 9.2893 9.3637 1.9526  0.086
H: 9.2877 8.9971 0.1229  0.081
C: -6.9738 -0.0915 -0.6839  -0.082
O: -6.7460 -1.0921 0.2926  -0.251
C: -7.5202 -1.0145 1.4652  -0.196
C: -7.2034 -2.2492 2.3317  -0.213
N: -7.9485 -3.4462 2.0067  -0.046
C: -7.3624 -4.5998 2.7046  -0.184
C: -8.0104 -6.0133 2.4772  -0.192
O: -9.1086 -6.3407 3.3336  -0.197
C: -10.3208 -5.5911 3.0463  -0.096
H: -6.6057 -0.4444 -1.6473  0.080
H: -6.3275 0.7338 -0.3852  0.083
H: -8.0059 0.2582 -0.7068  0.092
H: -8.5952 -0.9741 1.2896  0.125
H: -7.1362 -0.1064 1.9300  0.114
H: -7.4382 -1.9582 3.3556  0.119
H: -6.1332 -2.4446 2.2635  0.099
H: -7.7189 -3.6954 1.0553  0.055
H: -7.2376 -4.4535 3.7775  0.122
H: -6.3758 -4.7233 2.2580  0.096
H: -7.2841 -6.7915 2.7119  0.119
H: -8.2899 -6.1057 1.4277  0.102
H: -10.5301 -5.8323 2.0042  0.066
H: -10.2632 -4.5037 2.9968  0.069
H: -11.2411 -5.8167 3.5851  0.079
C: 2.7509 6.5806 -0.3807  -0.134
O: 2.6509 5.4378 -1.1710  -0.197
C: 2.9870 4.1619 -0.5215  -0.164
C: 2.3189 2.9792 -1.2617  -0.248
N: 2.7713 2.7802 -2.5862  -0.059
C: 1.8548 1.9862 -3.4248  -0.156
C: 1.6228 0.5081 -2.8859  -0.145
O: 0.8566 -0.2479 -3.8716  -0.216
C: 0.9193 -1.6553 -3.6959  -0.117
H: 1.9654 6.6602 0.3708  0.072
H: 2.4450 7.3956 -1.0366  0.087
H: 3.7574 6.7058 0.0186  0.090
H: 2.6806 4.1192 0.5237  0.101
H: 4.0664 4.0148 -0.4863  0.110
H: 1.2495 3.1283 -1.1126  0.106
H: 2.4957 2.0510 -0.7184  0.082
H: 2.9339 3.6817 -3.0115  0.106
H: 2.1667 1.9883 -4.4693  0.115
H: 0.9118 2.5315 -3.4643  0.092
H: 1.0187 0.4808 -1.9790  0.103
H: 2.6099 0.0491 -2.8309  0.114
H: 0.4324 -2.1134 -2.8350  0.086
H: 1.9750 -1.9192 -3.7587  0.081
H: 0.5414 -2.1296 -4.6015  0.074
C: 4.7009 0.5563 0.0725  -0.114
O: 3.5215 0.0449 0.6046  -0.179
C: 3.0510 0.7474 1.7096  -0.244
C: 1.6212 0.4806 2.0793  -0.201
N: 0.6850 0.8043 1.0087  -0.024
C: -0.7277 0.7180 1.4305  -0.158
C: -1.5822 0.9601 0.1403  -0.223
O: -1.6488 -0.2486 -0.5870  -0.203
C: -2.6070 -0.2574 -1.6947  -0.057
H: 4.7426 1.6200 -0.1617  0.074
H: 4.9117 0.0564 -0.8728  0.086
H: 5.4431 0.2851 0.8233  0.092
H: 3.1037 1.8234 1.5440  0.112
H: 3.5825 0.5279 2.6356  0.105
H: 1.4062 0.9663 3.0311  0.093
H: 1.6245 -0.5755 2.3492  0.113
H: 0.8413 0.0755 0.3271  0.093
H: -0.9429 1.4072 2.2471  0.101
H: -0.9044 -0.3150 1.7300  0.107
H: -1.0994 1.7086 -0.4879  0.097
H: -2.5294 1.3471 0.5159  0.112
H: -2.5842 -1.2384 -2.1691  0.068
H: -2.1509 0.3960 -2.4385  0.072
H: -3.6039 0.0774 -1.4080  0.085
C: -0.8638 4.6801 1.3331  -0.079
O: -0.4691 4.1523 2.5964  -0.215
C: 0.5218 4.8468 3.3624  -0.192
C: 0.8008 4.1867 4.7419  -0.213
N: 1.5237 2.9271 4.6353  -0.042
C: 1.9195 2.5159 5.9779  -0.183
C: 2.6339 1.0590 5.9959  -0.146
O: 1.7542 0.0522 5.4516  -0.232
C: 2.4395 -1.2044 5.4083  -0.071
H: -1.5411 3.9583 0.8765  0.064
H: 0.0209 4.8575 0.7217  0.080
H: -1.5237 5.5208 1.5471  0.089
H: 0.2517 5.8863 3.5480  0.117
H: 1.4633 4.8343 2.8132  0.104
H: -0.1319 4.2170 5.3052  0.106
H: 1.5039 4.8587 5.2340  0.118
H: 0.7957 2.2783 4.3722  0.060
H: 1.1959 2.7070 6.7704  0.107
H: 2.7515 3.1601 6.2624  0.105
H: 2.7882 0.7723 7.0361  0.117
H: 3.5876 1.2348 5.4983  0.095
H: 1.6012 -1.8787 5.2329  0.079
H: 2.8502 -1.5077 6.3714  0.095
H: 3.1768 -1.2161 4.6056  0.067
C: 13.1971 -0.4320 -3.6026  -0.131
O: 12.0527 -1.0208 -3.0871  -0.188
C: 11.0321 -1.2878 -4.0281  -0.220
C: 9.6632 -1.3314 -3.3538  -0.221
N: 8.4890 -1.3660 -4.1748  -0.063
C: 7.9874 -0.0780 -4.6749  -0.203
C: 7.3872 0.7556 -3.6034  -0.232
O: 8.4680 1.5133 -3.0309  -0.185
C: 7.9335 2.3242 -1.9844  -0.101
H: 12.9019 0.5223 -4.0390  0.090
H: 13.6554 -1.0757 -4.3534  0.081
H: 13.9966 -0.3929 -2.8628  0.088
H: 11.2270 -2.2543 -4.4926  0.123
H: 10.9902 -0.4964 -4.7765  0.111
H: 9.5837 -0.6024 -2.5474  0.119
H: 9.7266 -2.2555 -2.7793  0.114
H: 8.4798 -2.0629 -4.9058  0.106
H: 7.2930 -0.3038 -5.4842  0.120
H: 8.8246 0.4169 -5.1672  0.112
H: 6.6832 0.2061 -2.9784  0.119
H: 6.6702 1.4702 -4.0075  0.115
H: 8.6946 2.7821 -1.3527  0.081
H: 7.3384 1.7497 -1.2745  0.077
H: 7.4609 3.1885 -2.4511  0.089